[1]
# C75H96N2O32P2

A cluster of 14 separate species, C75H96N2O32P2 in total in a non-equilibrium geometry (ωB97M-V/def2-TZVPD, the Open Molecules 2025 dataset).

Gap between HOMO and LUMO (spin up / spin down) = 3.14 / 1.23 eV
Spin multiplicity = 2
Largest force on an atom = 0.166 Eh/bohr
Total charge = +1
E = -6114.9026 Eh

Each line ends with the Löwdin spin population.
Cartesian coordinates (Å):
C  11.603  -5.245  -13.290  0.0000
C  10.945  -4.477  -14.585  0.0000
C  11.707  -4.994  -15.843  0.0001
C  10.966  -4.693  -17.118  0.0002
C  9.567  -5.506  -17.113  0.0000
C  8.660  -5.035  -15.987  0.0000
N  9.489  -4.961  -14.690  -0.0001
O  8.856  -5.215  -13.514  0.0000
C  7.547  -6.147  -15.968  0.0000
C  8.093  -3.556  -16.302  0.0004
C  11.135  -2.944  -14.398  0.0000
H  11.568  -6.324  -13.441  0.0000
H  11.142  -4.952  -12.348  0.0000
H  12.621  -4.861  -13.213  0.0000
H  11.905  -6.064  -15.903  0.0000
H  12.705  -4.557  -15.875  0.0000
H  11.471  -5.000  -18.034  0.0001
H  10.772  -3.621  -17.157  0.0000
H  9.775  -6.535  -16.822  0.0000
H  8.989  -5.434  -18.034  -0.0001
H  7.053  -6.085  -16.937  0.0000
H  6.719  -6.051  -15.266  0.0000
H  7.960  -7.146  -15.826  0.0000
H  8.890  -2.818  -16.393  0.0001
H  7.435  -3.223  -15.500  0.0001
H  7.365  -3.420  -17.102  0.0001
H  11.918  -2.429  -14.954  0.0000
H  11.417  -2.582  -13.409  0.0000
H  10.141  -2.508  -14.489  0.0000
N  12.481  -6.042  -9.387  0.0000
O  13.227  -6.080  -8.430  0.0000
O  12.880  -6.043  -10.528  0.0000
O  11.295  -5.988  -9.255  0.0000
C  3.677  -9.678  -17.951  0.0000
C  2.815  -10.462  -18.746  0.0000
C  3.338  -11.323  -19.716  0.0000
C  4.675  -11.344  -19.836  0.0000
C  5.538  -10.558  -19.085  0.0000
C  5.025  -9.778  -18.100  0.0000
O  5.910  -9.102  -17.279  0.0000
O  2.513  -12.083  -20.441  0.0000
H  3.282  -9.041  -17.173  0.0000
H  1.747  -10.406  -18.596  0.0000
H  5.004  -12.015  -20.616  0.0000
H  6.590  -10.776  -19.188  0.0000
H  6.828  -9.240  -17.523  0.0000
H  1.588  -12.117  -20.186  0.0000
C  7.486  -6.287  -22.902  0.0000
C  7.297  -5.398  -21.871  0.0001
C  6.332  -5.722  -20.878  0.0002
C  5.682  -6.932  -20.934  0.0000
C  5.942  -7.882  -21.841  0.0001
C  6.776  -7.515  -22.907  0.0000
O  7.012  -8.418  -23.934  0.0000
O  6.156  -4.830  -19.847  0.0012
H  8.174  -6.203  -23.731  0.0000
H  7.717  -4.410  -21.991  0.0001
H  4.970  -7.193  -20.165  0.0000
H  5.377  -8.802  -21.837  0.0000
H  7.907  -8.310  -24.263  0.0000
H  6.863  -4.182  -19.810  0.0000
C  13.940  -2.539  -18.646  0.0004
C  13.979  -3.875  -19.087  0.0000
C  14.633  -4.873  -18.287  0.0000
C  15.155  -4.525  -17.042  0.0000
C  15.094  -3.176  -16.650  0.0000
C  14.606  -2.198  -17.509  0.0001
O  14.661  -0.870  -17.272  0.0000
O  14.650  -6.161  -18.788  0.0000
H  13.445  -1.753  -19.198  0.0005
H  13.663  -4.128  -20.088  0.0001
H  15.659  -5.307  -16.494  0.0000
H  15.689  -2.876  -15.800  0.0000
H  14.564  -0.707  -16.331  0.0000
H  15.100  -6.780  -18.208  0.0000
C  9.111  -7.792  -19.481  0.0000
C  10.093  -7.025  -20.192  -0.0001
C  11.447  -7.228  -19.825  0.0000
C  11.833  -8.086  -18.795  0.0000
C  10.827  -8.692  -18.016  0.0000
C  9.480  -8.518  -18.347  0.0000
O  8.609  -9.182  -17.542  0.0000
O  12.368  -6.469  -20.462  -0.0001
H  8.098  -7.865  -19.850  0.0000
H  9.842  -6.459  -21.077  -0.0001
H  12.862  -8.250  -18.512  0.0000
H  11.159  -9.223  -17.136  0.0000
H  9.165  -9.492  -16.823  0.0000
H  13.192  -6.477  -19.969  0.0000
C  2.783  1.571  -15.290  0.0000
C  4.076  1.674  -14.753  0.0000
C  4.892  0.547  -14.702  0.0000
C  4.467  -0.662  -15.207  0.0000
C  3.216  -0.729  -15.860  0.0000
C  2.415  0.402  -15.875  0.0000
O  1.121  0.237  -16.376  0.0000
O  6.022  0.597  -13.966  0.0000
H  2.144  2.441  -15.315  0.0000
H  4.477  2.628  -14.444  0.0000
H  5.108  -1.528  -15.127  0.0000
H  2.832  -1.697  -16.147  0.0000
H  1.006  -0.502  -16.977  0.0000
H  6.419  -0.205  -13.619  0.0000
C  14.421  -8.859  -11.710  0.0000
C  14.170  -8.071  -12.868  0.0000
C  14.797  -8.447  -14.056  0.0000
C  15.627  -9.584  -14.142  0.0000
C  15.774  -10.413  -12.999  0.0000
C  15.143  -10.047  -11.780  0.0000
O  15.286  -10.790  -10.674  0.0000
O  14.494  -7.719  -15.190  0.0000
H  14.029  -8.706  -10.715  0.0000
H  13.577  -7.206  -12.612  0.0000
H  16.107  -9.994  -15.018  0.0000
H  16.367  -11.315  -12.965  0.0000
H  14.500  -10.863  -10.126  0.0000
H  14.981  -8.105  -15.921  0.0000
C  10.087  -0.305  -17.461  0.0030
C  11.085  -0.225  -16.413  0.0002
C  10.748  0.286  -15.198  0.0002
C  9.426  0.730  -14.938  -0.0001
C  8.474  0.565  -15.916  0.0001
C  8.779  0.041  -17.145  0.0002
O  7.735  -0.278  -18.028  0.0000
O  11.672  0.367  -14.166  0.0001
H  10.337  -0.765  -18.405  0.0021
H  12.090  -0.534  -16.662  0.0000
H  9.100  0.937  -13.929  0.0000
H  7.421  0.754  -15.774  0.0000
H  6.934  0.249  -18.073  0.0000
H  12.560  0.471  -14.517  0.0000
C  9.580  -1.182  -20.824  0.0779
C  10.620  -0.824  -21.704  0.0623
C  11.539  -1.804  -22.099  0.1909
C  11.495  -3.116  -21.531  0.0837
C  10.422  -3.498  -20.711  0.0501
C  9.495  -2.517  -20.342  0.2034
O  8.381  -2.893  -19.623  0.1553
O  12.470  -1.554  -23.011  0.1637
H  8.869  -0.440  -20.489  0.0005
H  10.697  0.185  -22.081  -0.0001
H  12.252  -3.844  -21.785  0.0009
H  10.134  -4.487  -20.388  -0.0003
H  7.857  -2.114  -19.420  0.0007
H  13.190  -2.188  -23.042  0.0014
C  13.229  -0.373  -11.638  0.0000
C  12.749  -1.157  -10.551  0.0000
C  12.817  -0.656  -9.249  0.0001
C  13.397  0.551  -8.959  0.0000
C  13.791  1.329  -10.027  0.0000
C  13.717  0.877  -11.332  0.0001
O  14.238  1.644  -12.332  0.0001
O  12.194  -1.412  -8.316  0.0001
H  13.195  -0.795  -12.631  0.0000
H  12.147  -2.036  -10.730  0.0000
H  13.406  0.913  -7.942  0.0000
H  14.210  2.297  -9.796  0.0000
H  14.142  1.240  -13.198  0.0000
H  11.807  -2.171  -8.758  0.0000
C  8.460  -3.809  -10.791  0.0000
C  7.487  -3.499  -11.736  0.0000
C  7.431  -2.215  -12.282  0.0000
C  8.335  -1.187  -11.840  0.0000
C  9.361  -1.545  -10.972  0.0000
C  9.443  -2.838  -10.427  0.0000
O  10.446  -3.221  -9.540  0.0000
O  6.427  -1.957  -13.185  0.0000
H  8.494  -4.798  -10.359  0.0000
H  6.846  -4.344  -11.943  0.0000
H  8.278  -0.145  -12.121  0.0000
H  10.039  -0.742  -10.723  0.0000
H  10.470  -4.180  -9.516  0.0000
H  6.086  -2.753  -13.599  0.0000
C  8.938  -8.167  -11.835  0.0000
O  8.993  -8.400  -13.229  0.0000
P  9.160  -9.904  -13.765  0.0000
O  9.627  -10.006  -15.136  0.0000
O  10.072  -10.561  -12.661  0.0000
C  11.441  -10.227  -12.620  0.0000
O  7.670  -10.513  -13.396  0.0000
C  6.616  -10.317  -14.343  0.0000
H  8.109  -7.473  -11.692  0.0000
H  9.868  -7.793  -11.408  0.0000
H  8.657  -9.090  -11.328  0.0000
H  11.723  -9.294  -13.108  0.0000
H  11.941  -11.049  -13.133  0.0000
H  11.804  -10.189  -11.593  0.0000
H  6.914  -10.513  -15.373  0.0000
H  6.443  -9.244  -14.424  0.0000
H  5.745  -10.906  -14.054  0.0000
C  3.532  -5.913  -17.388  0.0000
O  4.394  -5.117  -16.546  0.0000
P  4.263  -4.969  -14.932  0.0000
O  5.162  -4.014  -14.323  0.0000
O  4.483  -6.481  -14.435  0.0000
C  4.095  -7.090  -13.264  0.0000
O  2.655  -4.691  -14.737  0.0000
C  2.237  -3.565  -14.037  0.0000
H  2.621  -6.333  -16.961  0.0000
H  4.034  -6.770  -17.837  0.0000
H  3.156  -5.401  -18.274  0.0000
H  4.915  -7.361  -12.599  0.0000
H  3.674  -8.046  -13.574  0.0000
H  3.254  -6.704  -12.687  0.0000
H  1.519  -3.083  -14.701  0.0000
H  2.991  -2.878  -13.652  0.0000
H  1.595  -3.703  -13.167  0.0000

---

[2]
# C76H126N10O12Zn

A structure of composition C76H126N10O12Zn in a non-equilibrium geometry (ωB97M-V/def2-TZVPD, the Open Molecules 2025 dataset).

Gap between HOMO and LUMO = 6.94 eV
Spin multiplicity = 1
Largest force on an atom = 0.136 Eh/bohr
Total charge = +8
E = -6197.9088 Eh

Each line ends with the Löwdin charge.
Cartesian coordinates (Å):
Zn  -0.574  -0.605  0.744  0.7294
C  2.583  10.354  3.571  0.0629
N  1.929  9.321  2.754  -0.0775
C  1.283  8.338  3.399  0.0352
C  0.313  7.629  2.686  0.0395
C  0.308  7.669  1.316  -0.1192
C  1.125  8.615  0.708  0.0374
C  1.917  9.472  1.420  0.0424
C  -0.622  6.697  0.563  -0.1483
C  -0.815  5.400  1.004  0.0454
C  -1.741  4.574  0.322  0.0353
N  -2.513  5.129  -0.638  -0.0444
C  -2.401  6.425  -0.901  0.0415
C  -1.372  7.228  -0.367  0.0461
C  -3.503  4.258  -1.455  0.0959
H  3.005  9.772  4.391  0.1135
H  1.845  11.081  3.909  0.1347
H  3.400  10.805  3.009  0.1223
H  1.183  8.359  4.474  0.1589
H  -0.312  6.864  3.121  0.1275
H  1.113  8.699  -0.369  0.1442
H  2.567  10.151  0.889  0.1704
H  -0.130  4.977  1.724  0.1210
H  -1.755  3.510  0.505  0.1379
H  -2.976  6.911  -1.675  0.1631
H  -1.412  8.244  -0.733  0.1574
H  -2.905  3.999  -2.329  0.1028
H  -4.326  4.878  -1.810  0.1163
H  -3.795  3.431  -0.808  0.0907
C  -1.306  2.136  10.091  0.0747
N  -1.878  1.544  8.867  -0.1046
C  -1.055  0.987  7.989  0.0322
C  -1.601  0.468  6.801  0.0599
C  -2.972  0.328  6.648  -0.1530
C  -3.750  0.837  7.641  0.0831
C  -3.177  1.557  8.721  0.0513
C  -3.540  -0.175  5.351  -0.1601
C  -4.139  -1.385  5.288  0.0455
C  -4.828  -1.768  4.120  0.0503
N  -4.858  -0.964  3.024  -0.0482
C  -4.162  0.271  3.067  0.0741
C  -3.553  0.629  4.234  0.0296
C  -5.608  -1.393  1.869  0.0361
H  -0.274  2.408  9.871  0.1130
H  -1.278  1.298  10.787  0.1334
H  -1.996  2.890  10.470  0.1258
H  -0.027  1.066  8.309  0.1493
H  -1.015  0.017  6.014  0.1250
H  -4.803  1.046  7.524  0.1513
H  -3.741  1.994  9.531  0.1686
H  -4.339  -1.965  6.177  0.1456
H  -5.461  -2.643  4.104  0.1511
H  -4.192  1.005  2.275  0.1443
H  -3.187  1.630  4.411  0.1434
H  -4.900  -1.761  1.127  0.0990
H  -6.262  -0.568  1.587  0.1339
H  -6.065  -2.312  2.237  0.1013
C  1.330  -8.445  -3.257  0.0572
N  0.932  -7.953  -1.931  -0.0924
C  0.786  -8.795  -0.869  0.0818
C  0.538  -8.265  0.421  0.0736
C  0.396  -6.898  0.641  -0.1236
C  0.535  -6.085  -0.475  0.0240
C  0.708  -6.615  -1.794  0.0424
C  0.188  -6.259  2.028  -0.0477
C  -0.737  -5.150  2.161  0.0752
C  -1.125  -4.734  3.489  0.0147
N  -0.548  -5.303  4.606  -0.0632
C  0.469  -6.243  4.504  0.0446
C  0.758  -6.802  3.262  0.0644
C  -1.265  -4.940  5.873  0.0501
H  1.069  -9.503  -3.246  0.1202
H  2.398  -8.231  -3.301  0.1286
H  0.780  -7.932  -4.046  0.1174
H  1.009  -9.816  -1.143  0.1617
H  0.529  -8.976  1.234  0.1411
H  0.228  -5.051  -0.436  0.0876
H  0.717  -6.007  -2.687  0.1383
H  -1.247  -4.746  1.299  0.0919
H  -1.948  -4.037  3.561  0.1329
H  0.991  -6.660  5.352  0.1580
H  1.478  -7.606  3.219  0.1342
H  -2.030  -5.698  6.040  0.1218
H  -1.731  -3.956  5.814  0.0911
H  -0.519  -5.067  6.658  0.1140
C  3.684  5.749  0.270  -0.0616
C  4.883  5.226  1.143  -0.1988
C  4.615  4.391  2.424  -0.1386
C  3.774  3.084  2.093  -0.0678
N  3.646  2.155  3.347  -0.2385
C  5.052  1.612  3.710  -0.0502
C  4.976  0.133  4.281  -0.0837
C  3.541  -0.293  3.858  -0.1621
C  3.068  0.803  2.929  -0.1284
C  2.833  2.777  4.437  0.0424
H  3.071  4.920  -0.083  0.0417
H  4.110  6.370  -0.518  0.0915
H  2.973  6.328  0.860  0.0460
H  5.379  6.090  1.585  0.1163
H  5.549  4.703  0.456  0.0927
H  4.105  4.942  3.215  0.1049
H  5.558  4.141  2.910  0.1132
H  4.131  2.535  1.222  0.1150
H  2.697  3.221  1.999  0.1064
H  5.417  2.397  4.372  0.1329
H  5.670  1.519  2.817  0.1312
H  5.057  0.087  5.367  0.1203
H  5.786  -0.477  3.882  0.1175
H  2.949  -0.395  4.767  0.1054
H  3.433  -1.312  3.485  0.1009
H  1.987  0.826  2.789  0.1247
H  3.496  0.557  1.957  0.1125
H  3.446  3.423  5.065  0.1179
H  2.475  1.898  4.973  0.1019
H  1.958  3.304  4.056  0.1078
C  5.593  2.646  -1.815  -0.0980
C  6.398  1.652  -0.955  -0.1970
C  6.169  0.089  -1.189  -0.1321
C  4.674  -0.240  -0.912  -0.0887
N  4.513  -1.806  -0.886  -0.2294
C  3.075  -2.169  -0.744  -0.1079
C  2.983  -3.522  0.076  -0.1378
C  4.291  -3.664  0.804  -0.1160
C  5.133  -2.375  0.387  -0.0722
C  5.185  -2.545  -2.086  0.0763
H  5.818  2.675  -2.881  0.0851
H  5.973  3.634  -1.555  0.0679
H  4.506  2.692  -1.756  0.0545
H  6.207  1.946  0.077  0.0766
H  7.466  1.811  -1.100  0.1221
H  6.912  -0.575  -0.746  0.1155
H  6.164  -0.057  -2.269  0.1096
H  4.093  0.128  -1.758  0.1175
H  4.248  0.140  0.016  0.0970
H  2.624  -2.258  -1.733  0.1067
H  2.547  -1.364  -0.232  0.1072
H  2.863  -4.359  -0.612  0.0985
H  2.204  -3.443  0.833  0.0946
H  4.867  -4.542  0.510  0.1232
H  4.191  -3.630  1.889  0.1084
H  6.186  -2.522  0.147  0.1242
H  5.164  -1.720  1.258  0.1200
H  4.799  -3.561  -2.167  0.1130
H  6.260  -2.533  -1.907  0.1100
H  4.946  -1.964  -2.977  0.1092
C  -2.403  4.184  -8.595  -0.0878
C  -1.223  3.675  -7.764  -0.2418
C  -1.451  2.237  -7.184  -0.1681
C  -0.598  2.167  -5.837  -0.0367
N  -0.509  0.605  -5.405  -0.1819
C  0.522  -0.206  -6.288  -0.0923
C  1.869  -0.017  -5.733  -0.1524
C  1.633  0.108  -4.213  -0.1446
C  0.190  0.487  -4.002  -0.0869
C  -1.886  0.005  -5.265  0.0000
H  -2.162  4.913  -9.369  0.0909
H  -3.273  4.553  -8.051  0.0788
H  -2.849  3.339  -9.120  0.0778
H  -0.963  4.388  -6.981  0.1025
H  -0.328  3.572  -8.378  0.1159
H  -1.320  1.427  -7.901  0.1198
H  -2.507  2.189  -6.919  0.0990
H  -0.834  2.759  -4.952  0.1186
H  0.394  2.502  -6.140  0.1210
H  0.284  -1.259  -6.140  0.1326
H  0.481  -0.028  -7.362  0.1459
H  2.719  -0.551  -6.158  0.1449
H  2.145  0.960  -6.129  0.1167
H  2.120  -0.672  -3.628  0.0931
H  2.340  0.848  -3.839  0.1105
H  -0.263  -0.310  -3.413  0.0981
H  -0.038  1.420  -3.485  0.1224
H  -2.494  0.523  -4.524  0.1009
H  -1.651  -0.996  -4.905  0.0825
H  -2.512  -0.066  -6.154  0.1088
C  -6.486  -2.223  -7.439  -0.0818
C  -5.446  -3.064  -6.713  -0.2494
C  -5.325  -2.843  -5.153  -0.1703
C  -4.237  -3.710  -4.543  -0.1393
N  -4.234  -3.672  -3.012  -0.2116
C  -5.541  -4.135  -2.316  -0.0984
C  -5.207  -4.745  -0.961  -0.1148
C  -3.703  -5.081  -1.096  -0.1406
C  -3.341  -4.826  -2.559  -0.1029
C  -3.866  -2.280  -2.427  0.0719
H  -7.448  -2.222  -6.927  0.0862
H  -6.607  -2.671  -8.426  0.0918
H  -6.147  -1.212  -7.662  0.0763
H  -4.510  -3.008  -7.269  0.1073
H  -5.571  -4.142  -6.812  0.1088
H  -6.286  -3.145  -4.735  0.1252
H  -4.975  -1.814  -5.077  0.1021
H  -3.234  -3.497  -4.913  0.1318
H  -4.412  -4.687  -4.993  0.1369
H  -6.246  -3.312  -2.199  0.1384
H  -6.079  -4.855  -2.932  0.1472
H  -5.481  -4.050  -0.168  0.1038
H  -5.820  -5.646  -0.996  0.1332
H  -2.953  -4.632  -0.444  0.0816
H  -3.639  -6.157  -0.935  0.1184
H  -2.304  -4.558  -2.762  0.1110
H  -3.594  -5.672  -3.198  0.1406
H  -4.605  -1.580  -2.817  0.1066
H  -2.885  -2.077  -2.858  0.0914
H  -3.854  -2.406  -1.345  0.0977
O  -2.339  1.223  -1.580  0.0996
C  -3.042  0.659  -0.613  -0.8895
O  -4.289  0.632  -0.662  0.0049
O  -2.408  0.104  0.255  -0.0047
H  -3.146  1.216  -2.100  0.0945
O  -0.276  -3.369  -2.107  0.1127
C  -0.419  -2.484  -1.117  -0.7587
O  0.213  -1.374  -1.069  -0.0450
O  -1.202  -2.628  -0.156  -0.0156
H  0.483  -2.907  -2.470  0.1090
O  0.375  -2.282  4.097  0.1355
C  0.051  -1.724  2.943  -0.7868
O  -1.110  -1.334  2.634  -0.0247
O  0.888  -1.469  2.057  -0.0139
H  1.203  -2.674  3.810  0.1184
O  1.073  3.156  0.081  0.1323
C  1.011  1.882  -0.014  -0.9572
O  0.316  1.202  0.707  -0.0042
O  1.851  1.320  -0.635  0.0576
H  1.864  3.150  -0.463  0.0999

---

> Which of these has the highest largest force on an atom?

C75H96N2O32P2

---

> The lowest spin multiplicity belongs to which entry?

C76H126N10O12Zn